DFT (the ωB97M-V functional and the def2-TZVPD basis) results for a single C5H15NOSi molecule.

Each line ends with the Mulliken charge.
Cartesian coordinates (Å):
C 1.54 1.63 -1.52  -1.06
C 2.01 0.17 -1.38  -0.29
O 1.45 -0.49 -0.26  -0.29
Si -0.07 -0.65 0.26  0.27
C 0.20 -0.82 2.13  -1.13
C -0.71 -2.19 -0.55  -0.95
N -1.36 0.51 0.05  -0.18
C -2.06 1.45 1.05  -0.75
H 2.11 1.89 -2.40  0.38
H 0.47 1.54 -1.61  0.36
H 1.95 2.17 -0.69  0.26
H 3.05 0.01 -1.30  0.34
H 1.60 -0.44 -2.27  0.24
H 1.19 -1.34 2.38  0.26
H 0.15 0.15 2.52  0.36
H -0.66 -1.31 2.53  0.35
H 0.22 -2.85 -0.65  0.26
H -1.57 -2.72 -0.01  0.30
H -1.01 -1.90 -1.60  0.28
H -2.12 0.26 -0.65  0.23
H -2.03 2.44 0.67  0.30
H -3.01 1.08 1.36  0.29
H -1.35 1.39 1.94  0.19

Properties
- HOMO energy (Eh) = -0.333
- energy relative to the best compared isomer or geometry (same formula, charge and spin) (kJ/mol) = 46.9
- gap between HOMO and LUMO (eV) = 9.9392
- LUMO energy (eV) = 0.89